{"formula": "C13H38FeNO6P2Si3", "method": "ωB97M-V with the def2-TZVPD basis set", "homo_ev": [-9.047, -9.058], "lumo_energy_ev": [-0.1, 0.3], "e_tot_ha": -3839.51255, "multiplicity": 2, "charge": 0, "symbols": ["Fe", "N", "C", "C", "P", "O", "O", "O", "P", "O", "O", "O", "H", "H", "H", "H", "H", "H", "H", "H", "C", "Si", "C", "C", "C", "H", "H", "H", "H", "H", "H", "H", "H", "H", "H", "H", "C", "Si", "C", "C", "C", "Si", "C", "C", "C", "H", "H", "H", "H", "H", "H", "H", "H", "H", "H", "H", "H", "H", "H", "H", "H", "H", "H", "H"], "coordinates": [[0.130789, -0.386983, -0.095877], [-0.738646, 0.234467, 3.721555], [0.450427, 1.009470, 3.184177], [0.986985, 1.860034, 4.330440], [1.665088, -0.342010, 2.740303], [3.097724, 0.333121, 2.951596], [1.391274, -1.363714, 3.776012], [1.543520, -0.673654, 1.265192], [-0.276950, 2.057755, 1.856448], [1.007757, 2.845853, 1.295350], [-1.281460, 2.929056, 2.492357], [-0.738785, 1.093745, 0.776768], [-0.344426, -0.596051, 4.200987], [-1.358966, -0.089907, 2.971937], [-1.289744, 0.825839, 4.344263], [1.334274, 1.231960, 5.153385], [0.214645, 2.547604, 4.681532], [1.835424, 2.445358, 3.984630], [3.449601, 0.694446, 2.129239], [0.955948, 3.786594, 1.502854], [-2.657355, 1.819918, -1.929895], [-1.449788, 0.744813, -2.883230], [-0.910194, 1.660711, -4.439551], [-2.324482, -0.828072, -3.447058], [0.077387, 0.389813, -1.868164], [-3.649339, 1.780938, -2.386284], [-2.334808, 2.863607, -1.929731], [-2.744889, 1.503908, -0.888768], [-1.771275, 1.955431, -5.043858], [-0.267563, 1.032107, -5.060204], [-0.351347, 2.565367, -4.190648], [-2.981482, -0.582921, -4.286391], [-2.950008, -1.277973, -2.673769], [-1.618112, -1.585887, -3.794709], [0.499803, 1.372530, -1.599359], [0.824755, -0.124603, -2.483817], [1.659792, -2.736077, -1.666883], [0.158791, -3.356990, -0.705922], [-0.686113, -4.634786, -1.802499], [0.797323, -4.194082, 0.848769], [-1.016514, -1.932630, -0.323378], [-2.376900, -2.192428, 0.932086], [-1.704179, -2.694383, 2.630159], [-3.537151, -3.559554, 0.359810], [-3.455629, -0.657540, 1.142277], [2.301426, -3.596923, -1.877536], [2.265779, -2.017477, -1.107874], [1.382840, -2.289062, -2.622431], [0.032178, -5.384069, -2.144233], [-1.124405, -4.164003, -2.685431], [-1.482666, -5.159468, -1.274607], [1.616894, -4.866357, 0.579805], [0.030785, -4.799313, 1.335371], [1.179989, -3.477778, 1.577560], [-1.564298, -1.747311, -1.257189], [-1.609805, -3.780725, 2.678410], [-2.405050, -2.409848, 3.421957], [-0.713023, -2.302758, 2.867557], [-3.034753, -4.526263, 0.315997], [-3.935632, -3.341171, -0.633441], [-4.384118, -3.659589, 1.043520], [-2.914994, 0.288990, 1.185560], [-4.079783, -0.754385, 2.035853], [-4.138376, -0.582223, 0.291060]], "forces_ev_per_a": [[-0.029, 0.318, -0.093], [-0.083, 0.052, 0.112], [0.032, -0.002, -0.080], [0.026, -0.031, 0.042], [0.000, 0.212, -0.093], [-0.039, 0.035, 0.035], [-0.012, -0.100, 0.017], [-0.120, -0.011, 0.068], [0.050, -0.093, -0.113], [-0.007, -0.038, 0.003], [0.006, 0.077, 0.027], [0.084, -0.077, 0.226], [0.015, -0.003, 0.015], [0.054, -0.023, -0.033], [-0.015, 0.017, -0.032], [-0.007, 0.004, 0.004], [0.001, -0.004, -0.003], [-0.001, -0.004, -0.004], [0.006, -0.032, -0.030], [-0.015, 0.013, 0.008], [0.023, -0.051, -0.025], [-0.104, -0.014, 0.037], [-0.021, -0.062, 0.075], [-0.026, 0.087, -0.066], [0.071, -0.077, 0.012], [-0.007, 0.019, -0.012], [0.021, -0.003, 0.025], [0.003, -0.016, -0.045], [-0.014, -0.003, 0.004], [0.009, -0.001, -0.004], [0.001, 0.002, 0.009], [0.009, -0.014, -0.002], [0.000, 0.025, 0.005], [0.014, -0.008, 0.004], [0.070, 0.008, 0.043], [-0.039, -0.054, -0.019], [-0.012, -0.083, 0.066], [0.030, -0.026, 0.033], [0.027, 0.093, 0.063], [0.004, -0.024, -0.115], [-0.099, -0.089, -0.269], [0.051, 0.054, 0.098], [-0.075, 0.005, -0.054], [0.062, 0.049, 0.046], [-0.011, -0.067, -0.061], [0.014, 0.020, -0.002], [-0.029, 0.027, 0.008], [-0.016, 0.002, -0.009], [0.024, 0.020, 0.010], [-0.003, 0.003, -0.007], [-0.038, -0.002, 0.008], [-0.002, 0.001, 0.014], [-0.032, 0.007, 0.009], [-0.004, 0.033, 0.000], [0.025, -0.086, 0.054], [0.011, -0.005, -0.001], [0.006, 0.012, 0.012], [0.022, -0.056, -0.043], [0.024, -0.033, -0.008], [0.008, -0.005, -0.015], [0.005, 0.030, 0.012], [0.050, -0.039, 0.055], [-0.007, -0.010, -0.005], [0.011, 0.017, -0.015]], "nbo_charge": [1.2846, -0.7141, -0.6491, -0.6415, 2.4093, -0.9875, -1.1339, -1.1808, 2.3984, -1.0041, -1.1227, -1.1393, 0.4793, 0.4565, 0.4373, 0.2310, 0.2300, 0.2498, 0.5147, 0.5180, -1.1181, 1.6418, -1.1060, -1.1178, -1.1676, 0.2319, 0.2365, 0.2481, 0.2327, 0.2318, 0.2328, 0.2386, 0.2284, 0.2328, 0.2278, 0.2205, -1.1212, 1.6513, -1.1105, -1.1258, -1.4517, 1.6654, -1.1495, -1.1113, -1.1405, 0.2412, 0.2371, 0.2333, 0.2366, 0.2354, 0.2335, 0.2375, 0.2304, 0.2532, 0.2733, 0.2527, 0.2240, 0.2405, 0.2323, 0.2368, 0.2370, 0.2527, 0.2296, 0.2465]}